The following is a DFT calculation (ωB97M-V with the def2-TZVPD basis set) of 2 unconnected molecules or ions with the total composition C11H15N3S in a non-equilibrium geometry.

Bonds (Å) are listed after each position.
Positions of all 30 atoms, in Å:
1 C 2.6726 -0.0697 -2.1572  C2 1.365, N12 1.305, H16 1.072
2 C 2.3053 1.0965 -1.5510  C1 1.365, S15 1.700, H17 0.982
3 C 2.5984 -0.6964 -0.0854  C5 1.316, N12 1.299, S15 1.790
4 C -0.4760 -0.2169 0.4169  C6 1.396, C7 1.562, N14 1.321
5 C 2.4551 -1.5145 0.9348  C3 1.316, N13 1.215
6 C -0.2102 0.8888 1.2274  C4 1.396, C10 1.494, C11 1.484
7 C -1.2122 0.0168 -0.9410  C4 1.562, C8 1.555, H18 1.104, H19 1.070
8 C -1.0464 -1.3304 -1.6994  C7 1.555, C9 1.552, H20 1.126, H21 1.158
9 C -0.7621 -2.2898 -0.5134  C8 1.552, N14 1.427, H22 1.051, H23 1.112
10 C 0.3156 0.7547 2.6194  C6 1.494, H24 1.158, H25 1.119, H26 1.080
11 C -0.6645 2.2776 0.9675  C6 1.484, H27 1.067, H28 1.113, H29 1.068
12 N 2.8987 -1.0315 -1.3044  C1 1.305, C3 1.299
13 N 2.6217 -2.1900 1.9312  C5 1.215, H30 0.983
14 N -0.2383 -1.5088 0.5598  C4 1.321, C9 1.427
15 S 2.2044 1.0340 0.1447  C2 1.700, C3 1.790
16 H 2.9509 -0.1156 -3.1911  C1 1.072
17 H 2.3065 1.9408 -2.0529  C2 0.982
18 H -2.2460 0.2367 -0.6227  C7 1.104
19 H -0.7159 0.8042 -1.4695  C7 1.070
20 H -1.9928 -1.7752 -2.1172  C8 1.126
21 H -0.3718 -1.2556 -2.6380  C8 1.158
22 H -1.6949 -2.6778 -0.2227  C9 1.051
23 H -0.2012 -3.2387 -0.6581  C9 1.112
24 H -0.6632 0.6852 3.2345  C10 1.158
25 H 0.8918 -0.1987 2.7300  C10 1.119
26 H 0.8822 1.5352 3.1061  C10 1.080
27 H -0.4087 3.0268 1.6830  C11 1.067
28 H -0.1168 2.7252 0.1077  C11 1.113
29 H -1.6972 2.2960 0.6950  C11 1.068
30 H 1.9347 -2.5518 2.5342  N13 0.983

Calculated values
orbital gap (spin up / spin down): 6.943 / 6.298 eV
ΔE to the lowest compared entry with this formula, charge and spin: 5.230 eV
largest force on an atom: 0.091 Eh/bohr
spin multiplicity: 1
net charge: 0